# 1
This record from the Open Molecules 2025 dataset describes a structure of composition C44H58AsN5O3P2V at a distorted geometry. The level of theory is ωB97M-V/def2-TZVPD.

Calculated values
energy = -6073.383586 Eh
multiplicity = 3
<S²> = 2.02
net charge = +1

```
114
Properties=species:S:1:pos:R:3:forces:R:3:lowdin_spin:R:1
V -0.37698 1.08420 0.06587 3.3 -1.6 -0.4 1.881
C 1.09202 5.20030 -0.90813 -0.1 -0.1 -0.1 0.000
C 1.73682 4.12590 -1.73733 -0.1 -0.3 0.1 -0.001
C 2.91802 4.43060 -2.40833 0.1 0.0 0.0 0.001
C 3.50772 3.54360 -3.29013 -0.1 0.0 0.0 -0.002
C 2.86922 2.34470 -3.56503 0.0 0.2 0.1 0.000
C 1.67812 2.02100 -2.93623 -0.1 0.1 0.3 -0.002
C 0.88832 0.83350 -3.37443 0.0 0.2 0.2 0.001
C 1.14342 2.86680 -1.95193 0.8 0.3 -0.7 0.003
N -0.05378 2.51150 -1.28963 0.3 -0.1 0.0 -0.010
C -1.09688 3.30600 -1.61633 -0.3 0.5 -0.9 0.005
O -1.17278 4.05890 -2.57573 -0.3 -0.1 0.5 0.015
C -2.16058 3.18370 -0.58273 -0.3 0.3 0.0 0.026
C -3.24558 4.03150 -0.43943 0.1 -0.1 -0.1 -0.007
C -4.05088 3.90570 0.68697 0.3 -0.2 0.0 0.026
C -3.71258 2.95720 1.64347 0.2 -0.1 -0.1 -0.007
C -2.61078 2.14850 1.41297 -0.3 0.3 0.2 0.026
N -1.86728 2.23220 0.30647 -2.5 2.1 0.6 -0.005
C -2.00968 1.22500 2.40767 -0.7 -0.2 0.8 0.005
O -2.50898 0.99440 3.49997 0.0 0.3 -0.5 0.014
N -0.82758 0.75770 1.94917 0.3 -0.1 0.1 -0.012
C -0.01398 0.27400 2.99797 0.5 -0.4 1.0 0.004
C 0.60602 1.21300 3.83677 0.0 -0.2 -0.2 -0.001
C 0.33412 2.67770 3.65397 0.0 -0.1 -0.1 0.000
C 1.40312 0.75980 4.87997 0.0 0.0 0.0 0.001
C 1.54602 -0.59600 5.12887 0.0 0.0 0.0 -0.002
C 0.84252 -1.50790 4.36387 0.0 0.0 0.0 0.000
C 0.03512 -1.08780 3.31827 0.0 0.3 -0.1 -0.002
C -0.85198 -2.04420 2.58887 0.1 0.2 -0.1 0.000
H 1.84982 5.85020 -0.47323 -0.1 0.0 0.1 0.000
H 0.45552 5.80410 -1.55773 0.0 0.0 0.0 0.000
H 0.44862 4.80100 -0.12183 0.1 0.0 0.0 0.000
H 3.37042 5.39810 -2.25003 0.1 0.1 0.1 0.000
H 4.43712 3.79460 -3.77923 0.1 0.0 -0.1 0.000
H 3.27782 1.66060 -4.29263 0.1 -0.1 -0.1 0.000
H 1.45972 0.21260 -4.05803 0.0 -0.1 0.0 0.000
H 0.59122 0.25870 -2.49533 0.0 -0.1 -0.4 0.001
H -0.00728 1.18720 -3.88783 -0.1 -0.1 0.0 0.000
H -3.41878 4.77710 -1.20103 0.0 0.0 0.0 -0.001
H -4.89498 4.55740 0.83897 -0.1 0.1 0.0 0.002
H -4.25838 2.83780 2.56877 0.0 0.0 0.0 -0.001
H 0.38382 2.94900 2.59547 0.0 0.1 0.1 0.001
H -0.67408 2.90720 4.00567 0.0 0.0 0.0 0.000
H 1.03282 3.27750 4.23327 0.0 0.1 0.0 0.000
H 1.90232 1.48060 5.51357 0.0 0.1 0.1 0.000
H 2.16612 -0.94450 5.94247 0.0 0.0 0.0 0.000
H 0.89842 -2.56170 4.59037 0.0 -0.1 0.1 0.000
H -0.64948 -3.07750 2.86347 0.0 0.0 -0.1 0.000
H -1.89478 -1.82610 2.82407 -0.1 0.0 0.0 0.000
H -0.71578 -1.90640 1.51727 -0.1 -0.2 0.2 0.000
C -3.66038 -0.48310 0.51167 0.1 0.1 0.0 0.002
P -2.22758 -0.49740 -0.63073 -1.2 -0.6 -0.6 -0.005
C -1.82538 -2.29700 -0.51623 -0.1 -0.2 0.1 -0.003
N -2.85538 -3.04400 -0.22023 -0.2 -0.1 0.0 -0.001
C -2.67358 -4.35610 0.02127 0.7 -0.3 0.0 0.000
C -3.76388 -5.18930 0.34187 -0.1 -0.3 0.1 0.000
C -3.53418 -6.50030 0.66037 -0.3 0.3 -0.1 0.000
C -2.23078 -7.02690 0.67267 0.4 0.0 -0.1 0.000
C -1.15548 -6.24830 0.34347 -0.1 -0.2 0.1 0.000
C -1.35588 -4.89770 0.00087 -0.7 0.2 0.0 0.000
N -0.31548 -4.11990 -0.35593 0.1 -0.2 -0.1 0.000
C -0.52288 -2.86190 -0.63163 0.1 0.2 0.2 0.000
P 0.88862 -1.79780 -1.13443 0.4 -0.8 -0.1 0.012
C 1.05242 -2.54660 -2.82343 -0.1 0.4 0.2 0.003
C 2.44742 -2.54620 -0.33993 -0.2 0.2 0.1 0.002
C 2.32112 -2.37470 1.17137 -0.2 0.2 -0.2 0.000
C 3.58182 -1.65200 -0.85853 -0.3 0.1 0.0 0.000
C 2.73262 -4.01060 -0.66343 -0.1 0.1 0.0 0.001
C -3.16138 -0.43430 -2.28903 0.2 0.1 0.0 -0.001
C -3.49568 1.02390 -2.59393 0.2 -0.1 0.1 0.000
C -2.24778 -1.00930 -3.36483 0.0 0.0 0.2 0.000
C -4.45368 -1.24770 -2.27263 0.1 -0.1 0.1 -0.001
H -4.23078 -1.39240 0.32627 0.0 0.2 0.0 0.000
H -4.27398 0.39830 0.32747 0.0 0.0 0.0 0.000
H -3.33228 -0.47990 1.54907 -0.1 -0.1 0.0 0.000
H -4.76108 -4.77480 0.33237 -0.1 0.1 0.0 0.000
H -4.35868 -7.15340 0.90477 -0.1 0.0 0.0 0.000
H -2.08938 -8.06280 0.94217 0.1 -0.1 0.0 0.000
H -0.15318 -6.64310 0.32767 0.2 0.0 0.0 0.000
H 1.03922 -3.63210 -2.74393 0.0 0.0 0.0 0.001
H 1.98852 -2.21220 -3.26343 0.1 0.0 -0.1 0.000
H 0.23522 -2.21920 -3.46063 0.0 0.0 -0.1 0.000
H 2.13682 -1.32930 1.42887 0.0 0.0 0.1 0.000
H 3.23632 -2.69760 1.66657 0.1 0.0 0.0 0.000
H 1.50142 -2.97870 1.54887 -0.1 -0.1 0.2 0.000
H 3.28712 -0.60030 -0.78053 0.1 0.0 0.0 0.000
H 3.81412 -1.86430 -1.90063 0.1 0.0 -0.1 0.000
H 4.48782 -1.81660 -0.27313 0.1 0.0 0.0 0.000
H 1.87772 -4.63430 -0.42193 0.1 0.0 0.0 0.000
H 3.58052 -4.34700 -0.06913 0.2 0.0 0.1 0.000
H 2.99272 -4.15260 -1.70773 0.0 0.0 -0.2 0.000
H -2.59628 1.62000 -2.73723 0.0 0.1 -0.1 0.000
H -4.08748 1.47050 -1.79523 -0.1 0.1 0.0 0.000
H -4.08548 1.07530 -3.50763 0.0 0.0 -0.1 0.000
H -1.28488 -0.50830 -3.35923 0.1 0.0 -0.1 0.000
H -2.70398 -0.87690 -4.34353 0.0 0.0 -0.1 0.000
H -2.10278 -2.07660 -3.20193 0.1 -0.1 -0.1 0.000
H -5.23328 -0.77460 -1.68423 -0.1 0.0 0.1 0.000
H -4.29148 -2.25860 -1.90853 -0.1 0.0 0.0 0.000
H -4.81188 -1.31960 -3.29743 -0.1 0.0 -0.1 0.000
C 4.45702 1.89180 -0.38643 -0.3 -0.1 0.2 0.001
As 3.08682 1.84190 0.99647 1.8 0.6 0.5 0.005
C 3.96282 0.92200 2.48247 -0.3 0.1 -0.3 0.001
C 2.81092 3.67490 1.58657 0.0 -0.3 0.0 0.000
O 1.70742 1.09240 0.50667 -1.6 -0.4 -0.3 0.023
H 5.17602 2.66950 -0.13843 0.0 0.1 0.1 0.000
H 4.00722 2.12100 -1.34983 -0.1 0.0 0.1 0.000
H 4.98252 0.93970 -0.44133 -0.1 0.0 0.1 0.000
H 4.77242 1.55860 2.83837 0.0 0.1 -0.1 0.000
H 4.38132 -0.02690 2.14747 -0.1 0.0 -0.1 0.000
H 3.25912 0.73890 3.29337 0.0 0.0 -0.1 0.000
H 2.88282 3.71440 2.67177 0.0 0.0 0.0 0.000
H 1.82442 4.00540 1.27507 0.1 0.0 0.0 0.000
H 3.56362 4.32580 1.14847 0.1 -0.1 -0.1 0.000
```
Positions in Å, forces in eV/Å.

# 2
This record from the Open Molecules 2025 dataset describes a structure of composition C44H58BIrN10O at a distorted geometry. The level of theory is ωB97M-V/def2-TZVPD.

Calculated values
energy = -2463.014297 Eh
multiplicity = 5
<S²> = 6.01
net charge = +2

```
115
Properties=species:S:1:pos:R:3:forces:R:3:lowdin_spin:R:1
Ir -0.97908 -0.89075 -1.05174 -0.6 -0.2 0.1 2.919
C -1.77603 -2.01376 -4.33243 0.0 0.1 0.1 0.011
C -2.86493 -2.19598 -3.34103 -0.1 -0.1 0.1 0.032
C -4.14911 -2.70422 -3.47567 0.1 0.1 0.4 0.011
C -4.72932 -2.61520 -2.21015 0.4 0.1 -0.5 0.029
C -6.09393 -3.03084 -1.82346 -0.1 0.0 0.3 0.005
N -3.81608 -2.07486 -1.37979 -0.7 -0.2 0.1 0.006
N -2.69005 -1.83596 -2.06596 1.2 0.3 -0.2 0.162
B -3.88316 -1.72454 0.12342 0.5 0.1 -0.2 -0.001
N -2.78060 -2.58098 0.79959 -0.4 -0.2 0.5 0.005
N -1.56919 -2.69479 0.21313 0.8 0.7 -0.5 0.130
C -0.95548 -3.77197 0.70269 -0.2 -0.1 0.2 0.016
C 0.32985 -4.28453 0.17185 0.1 0.1 0.0 0.000
C -1.77681 -4.34851 1.67025 -0.2 0.3 -0.1 0.008
C -2.92927 -3.57659 1.69792 0.4 -0.1 0.0 0.012
C -4.12815 -3.77073 2.54612 -0.2 0.0 -0.1 0.002
N -3.60088 -0.20640 0.23280 -0.5 0.2 0.5 0.001
N -2.87578 0.41653 -0.72000 0.6 0.0 -0.4 0.140
C -3.08635 1.72770 -0.62611 -0.3 0.0 0.3 0.021
C -2.55981 2.72284 -1.59616 0.1 -0.1 0.0 0.001
C -3.95697 1.96604 0.43879 0.2 -0.4 0.0 0.011
C -4.26155 0.71754 0.96226 0.2 0.4 -0.2 0.015
C -5.14879 0.40255 2.10420 -0.1 -0.2 -0.1 0.003
H -1.91581 -2.67584 -5.18213 0.1 0.0 0.0 0.000
H -1.77181 -0.98628 -4.69645 0.0 0.0 -0.1 0.000
H -0.81309 -2.21831 -3.85910 0.1 -0.1 -0.1 0.006
H -4.60402 -3.09929 -4.35956 -0.1 -0.1 -0.2 0.001
H -6.60320 -3.44062 -2.69035 0.0 0.0 0.0 0.000
H -6.06401 -3.79199 -1.04675 0.0 -0.1 0.1 0.001
H -6.66848 -2.18795 -1.44321 -0.1 0.0 0.0 0.001
H -4.93366 -1.98501 0.57946 -0.4 -0.1 0.2 0.000
H 0.52344 -3.83586 -0.79872 0.1 0.0 -0.1 0.000
H 1.15308 -4.05235 0.84527 0.1 0.0 0.0 0.000
H 0.26818 -5.36573 0.06107 0.0 0.0 0.0 0.000
H -1.57422 -5.22006 2.25655 0.0 -0.2 0.1 0.001
H -3.88747 -4.44043 3.36848 0.0 0.0 0.0 0.000
H -4.49332 -2.82470 2.93880 0.0 0.0 0.1 0.000
H -4.93177 -4.22389 1.96714 -0.1 0.0 0.0 0.001
H -2.08120 2.22812 -2.43630 0.0 0.0 -0.1 0.000
H -3.38438 3.32720 -1.97088 0.0 0.0 0.0 0.000
H -1.84924 3.39658 -1.11972 0.1 0.1 0.0 0.000
H -4.33266 2.91628 0.75678 -0.2 0.2 0.1 0.001
H -5.48830 1.32588 2.56524 0.0 0.0 0.1 0.000
H -6.01985 -0.15540 1.76779 -0.1 -0.1 0.0 0.001
H -4.63068 -0.20087 2.84611 0.0 0.0 0.1 0.000
C 1.14844 2.81399 4.91391 -0.2 0.0 0.0 0.000
C -0.35399 2.66810 4.61749 0.1 0.1 0.1 0.000
C -0.94649 4.05386 4.32524 0.0 -0.2 0.0 0.000
C -1.04789 2.06848 5.84318 0.1 0.1 -0.2 0.000
C -0.49246 1.78904 3.39383 -0.1 -0.4 -0.1 -0.002
C -1.00792 0.49407 3.42649 0.1 0.3 -0.2 0.005
C -1.07307 -0.24512 2.25753 -0.1 -0.2 0.3 0.011
N -0.64758 0.20585 1.08749 0.0 0.0 -0.6 0.134
C -0.13340 1.44261 1.02054 -0.1 0.1 0.7 0.009
C -0.05800 2.24412 2.15181 0.0 -0.1 -0.3 0.005
C 0.38113 1.87248 -0.28643 0.3 0.3 -0.3 0.009
C 1.12572 3.03742 -0.44857 -0.2 -0.2 -0.1 0.003
C 1.68602 3.35877 -1.67916 -0.1 -0.2 0.1 0.001
C 1.42980 2.47461 -2.72928 -0.2 -0.1 0.1 0.003
C 0.64308 1.36252 -2.50908 0.4 0.2 -0.5 0.018
N 0.14495 1.05982 -1.32004 -0.3 -0.5 0.5 0.100
C 2.53618 4.59228 -1.89342 0.1 0.2 0.0 0.000
C 2.74737 5.38960 -0.60289 -0.1 -0.2 -0.2 0.000
C 3.91185 4.16063 -2.42289 -0.1 0.0 0.1 0.000
C 1.82483 5.48468 -2.92170 0.1 -0.1 0.1 0.000
H 1.28510 3.43902 5.79111 0.0 0.1 0.1 0.000
H 1.67605 3.27765 4.08400 0.1 0.1 -0.1 0.000
H 1.60177 1.84559 5.11256 0.1 -0.1 0.0 0.000
H -0.88500 4.66700 5.21906 0.0 0.1 0.1 0.000
H -1.99162 3.97980 4.03510 -0.1 0.0 0.0 0.000
H -0.40241 4.56879 3.53824 0.0 0.1 -0.1 0.000
H -0.97869 2.76889 6.67069 0.0 0.0 0.1 0.000
H -0.56932 1.14214 6.15461 0.0 -0.1 0.1 0.000
H -2.10280 1.88302 5.65251 -0.1 0.0 0.0 0.000
H -1.35602 0.05779 4.34580 -0.1 -0.1 0.1 0.001
H -1.46988 -1.24872 2.26377 -0.1 -0.1 0.0 0.001
H 0.33523 3.24192 2.07009 0.1 0.1 0.0 0.001
H 1.27737 3.69529 0.38816 0.1 0.0 0.1 0.001
H 1.83253 2.63981 -3.71353 0.0 0.0 -0.2 0.000
H 0.41848 0.67322 -3.31037 0.0 -0.1 -0.1 0.006
H 3.21689 4.77526 0.16448 0.0 0.0 0.1 0.000
H 1.80826 5.78978 -0.22512 -0.1 0.1 0.1 0.000
H 3.40696 6.23031 -0.80431 0.0 0.1 0.0 0.000
H 4.42900 3.55451 -1.68186 0.1 -0.1 0.1 0.000
H 4.51568 5.04098 -2.62389 0.1 0.1 0.0 0.000
H 3.83788 3.58586 -3.34114 0.0 0.0 -0.1 0.000
H 0.84746 5.78525 -2.54952 -0.1 0.1 0.0 0.000
H 1.68661 4.97256 -3.87017 0.0 0.0 -0.1 0.000
H 2.41501 6.37989 -3.09701 0.1 0.1 0.0 0.000
C 5.32685 -3.16770 0.32211 0.5 -0.5 0.1 0.001
N 4.18485 -2.29440 0.25023 -0.1 0.6 0.5 0.003
N 3.41486 -2.18881 -0.87783 -0.8 -0.1 0.0 0.006
C 2.18453 -1.66259 -0.54233 0.9 -0.3 0.9 0.010
O 1.27841 -1.47274 -1.38501 -1.1 0.2 -0.6 0.118
C 2.24263 -1.42804 0.85510 0.0 0.0 -0.2 0.002
C 3.47363 -1.83662 1.30277 0.0 0.1 -0.5 0.000
C 4.02949 -1.82787 2.67420 0.1 -0.1 0.1 0.000
C 3.96822 -2.30542 -2.17082 0.4 0.1 -0.5 0.000
C 5.24699 -1.80663 -2.41114 -0.2 0.0 0.0 0.000
C 5.80392 -1.92856 -3.66933 0.0 -0.1 0.0 0.000
C 5.09102 -2.53144 -4.69307 -0.1 0.0 0.0 0.000
C 3.80300 -2.98874 -4.45921 0.1 0.0 0.0 0.000
C 3.23521 -2.87996 -3.20072 0.0 -0.1 0.2 0.001
H 5.45850 -3.66822 -0.63529 0.0 0.0 0.1 0.000
H 5.17067 -3.92819 1.09041 0.0 0.0 -0.1 0.000
H 6.23822 -2.61630 0.55900 -0.1 0.0 -0.1 0.000
H 1.45606 -1.00345 1.43975 -0.1 0.1 0.2 0.000
H 3.38648 -1.24649 3.32700 0.0 0.0 0.1 0.000
H 5.02891 -1.39744 2.68948 0.0 0.0 0.0 0.000
H 4.09892 -2.84091 3.06815 0.0 -0.1 0.1 0.000
H 5.79887 -1.31396 -1.62595 0.0 0.0 0.1 0.000
H 6.79588 -1.54799 -3.84824 0.1 0.0 0.0 0.000
H 5.53688 -2.63510 -5.66886 0.0 0.0 -0.1 0.000
H 3.24553 -3.44498 -5.26168 -0.1 -0.1 -0.1 0.000
H 2.23226 -3.23298 -3.01601 0.0 -0.1 0.0 0.000
```
Positions in Å, forces in eV/Å.